Record 1
Formula: C12H23CaF3NO2P2
Source: the OMol25 dataset
Level of theory: wB97M-V/def2-TZVPD

The molar mass comes out at 372.3 g/mol. The electronic energy comes out at -63561.63135 eV. The energy above the lowest of the compared OMol25 structures with the same formula, charge and spin comes out at 146.4 kcal/mol. The calculation puts the gap between HOMO and LUMO (spin up / spin down) at 6.4 / 6.1 eV. As for the net charge: +1. For the HOMO energy (spin up / spin down), the calculation gives -10.26 / -10.26 eV.

XYZ file:
```
44
Properties=species:S:1:pos:R:3:nbo_charge:R:1
Ca 0.15484 2.36055 1.11726 1.688
P 2.35440 -1.30717 1.20155 0.724
C 2.24324 -2.00919 -0.51085 -0.393
C 1.05646 -2.02001 -1.23454 0.098
N -0.04276 -1.27323 -0.76807 -0.465
C -1.20515 -1.51679 -1.41068 0.224
C -1.35667 -2.47373 -2.44215 -0.249
C -0.20342 -3.04583 -3.01772 -0.164
C 1.06368 -2.80185 -2.47028 -0.202
C -2.46881 -0.82401 -0.93106 -0.751
P -2.40574 0.74420 0.03176 0.708
H 2.01725 -3.12505 -2.89977 0.237
H -2.34163 -2.71585 -2.75859 0.222
H -0.28685 -3.74606 -3.81111 0.227
H -3.09016 -0.70227 -1.83314 0.246
H -3.03309 -1.57601 -0.33098 0.265
H 3.66846 2.37910 -2.43931 0.494
H 2.96916 -2.79349 -0.76169 0.206
H -0.28386 5.35228 -0.06007 0.498
O 2.95200 2.02326 -1.85602 -0.963
H 2.08034 2.17102 -2.35511 0.473
H 0.89172 3.46882 3.19458 0.479
O -0.53973 4.52953 -0.56147 -0.978
H -1.41935 4.80764 -0.72884 0.495
C -2.91164 1.90680 -1.30953 -0.928
H -3.95173 1.74273 -1.63785 0.242
H -2.84346 2.93239 -0.91764 0.206
H -2.23404 1.80004 -2.16613 0.236
C -4.06166 0.77548 0.88558 -0.918
H -3.95663 1.47075 1.73060 0.249
H -4.88556 1.14545 0.25677 0.237
H -4.36089 -0.19615 1.29424 0.253
C 2.31771 -3.04895 1.95978 -0.892
H 3.29393 -3.47636 1.66554 0.220
H 2.19395 -3.04485 3.06766 0.246
H 1.47827 -3.58632 1.49269 0.237
C 4.10997 -0.85474 1.49035 -0.947
H 4.16767 -0.52062 2.55573 0.247
H 4.80499 -1.69580 1.33729 0.229
H 4.39315 0.00964 0.86837 0.240
F -1.48200 1.87175 3.89627 -0.399
C -0.32121 1.38012 3.23432 0.047
F 0.93819 4.35285 3.61935 -0.548
F 0.53667 1.12994 4.31295 -0.375
```

Record 2
Formula: C5H4O2
Source: the OMol25 dataset
Level of theory: wB97M-V/def2-TZVPD

The molar mass comes out at 96.1 g/mol. The electronic energy comes out at -9340.37456 eV. The energy above the lowest of the compared OMol25 structures with the same formula, charge and spin comes out at 87.8 kcal/mol. The calculation puts the gap between HOMO and LUMO at 10.3 eV. As for the net charge: 0. For the HOMO energy, the calculation gives -9.46 eV.

XYZ file:
```
11
Properties=species:S:1:pos:R:3:nbo_charge:R:1
C -0.56192 -0.34245 1.02497 0.594
C -0.11529 -1.06179 -0.43612 -0.071
C 0.90651 0.17893 0.70198 -0.028
C 0.46632 1.09578 -0.56927 -0.210
C -0.29158 0.17840 -1.22388 -0.219
H -0.72235 -1.87458 -0.61541 0.222
H 1.49547 0.50526 1.60425 0.216
H 0.35931 2.19501 -0.40268 0.233
H -1.18617 0.27126 -1.91901 0.244
O -1.57899 -0.15713 1.64207 -0.508
O 1.22870 -0.98869 0.19311 -0.474
```

Record 3
Formula: C4H11NO3
Source: the OMol25 dataset
Level of theory: wB97M-V/def2-TZVPD

The molar mass comes out at 121.1 g/mol. The electronic energy comes out at -11959.31076 eV. As for the structure (SMILES): CC[C@@H](N)C(=O)O.O. The energy above the lowest of the compared OMol25 structures with the same formula, charge and spin comes out at 18.4 kcal/mol. The calculation puts the gap between HOMO and LUMO at 10.2 eV. As for the net charge: 0. For the HOMO energy, the calculation gives -9.50 eV.

XYZ file:
```
19
Properties=species:S:1:pos:R:3:nbo_charge:R:1
C 0.25198 -1.08798 1.64867 -0.637
C 0.25928 0.33526 1.07638 -0.393
C 0.61896 0.42781 -0.44168 -0.155
N 2.00544 0.11272 -0.75967 -0.830
C -0.29158 -0.52052 -1.16400 0.801
O -1.47912 -0.34958 -1.28603 -0.624
O 0.28271 -1.65035 -1.62044 -0.683
H 0.73543 -1.75494 0.94300 0.205
H -0.75277 -1.42100 1.87040 0.220
H 0.86195 -1.16020 2.55552 0.218
H 1.03595 0.94852 1.54143 0.203
H -0.69626 0.85879 1.12939 0.211
H 0.42873 1.46487 -0.69772 0.236
H 2.69147 0.56982 -0.17723 0.361
H 2.18360 -0.88678 -0.63599 0.364
H -0.46593 -2.23699 -1.83983 0.501
O -2.42489 2.37253 -0.99311 -0.944
H -2.49850 2.50894 -0.04230 0.459
H -2.74646 1.46905 -1.10678 0.486
```

Record 4
Formula: C2H5Br3NO
Source: the OMol25 dataset
Level of theory: wB97M-V/def2-TZVPD

The molar mass comes out at 298.8 g/mol. The electronic energy comes out at -215811.76545 eV. The energy above the lowest of the compared OMol25 structures with the same formula, charge and spin comes out at 28.6 kcal/mol. The calculation puts the gap between HOMO and LUMO at 10.2 eV. As for the net charge: +1. For the HOMO energy, the calculation gives -14.11 eV.

XYZ file:
```
12
Properties=species:S:1:pos:R:3:nbo_charge:R:1
C -0.09111 -0.45509 1.20434 0.139
C 2.86803 -0.29752 1.06798 0.357
N -0.42758 -0.58444 0.03925 -0.638
O 1.93560 -0.34335 1.80236 -0.540
Br 4.66502 -0.55602 1.69241 0.149
Br 2.98817 0.06929 -0.78914 0.133
Br 0.03110 2.56788 -1.07240 -0.186
H -0.09198 0.51662 1.77130 0.245
H -0.07199 -1.24502 1.88649 0.230
H 0.66089 2.95658 -2.17977 0.217
H -0.64464 0.23069 -0.67774 0.459
H -0.53633 -1.50778 -0.39698 0.434
```

- Among the records above, which one has the lowest electronic energy?
  C2H5Br3NO

- Among the records above, which one has the highest electronic energy?
  C5H4O2